No. 1
Here is a structure of composition C44H45BrN6O5S3SiTa at a distorted geometry from OMol25. Energies are from the ωB97M-V functional and the def2-TZVPD basis.

Element x y z (Å)
Ta: 1.32299 -0.10069 -0.13390
O: 3.20135 -1.23789 3.74525
C: 3.01809 -1.09238 2.53931
N: 2.10637 -0.30667 1.94447
C: 1.16558 0.34659 2.73915
C: 0.68204 -0.12720 3.95244
C: -0.25940 0.60303 4.65283
C: -0.71403 1.80966 4.15260
C: -0.25573 2.28457 2.93452
C: 0.65986 1.54562 2.19847
N: 1.09137 1.86435 0.91148
C: 1.28354 3.14384 0.56432
O: 1.24466 4.11721 1.31617
C: 1.59033 3.38198 -0.89091
C: 1.99621 4.66009 -1.27753
C: 2.28478 4.89705 -2.60689
C: 2.11940 3.85999 -3.51403
C: 1.68344 2.63479 -3.04009
N: 1.44596 2.39256 -1.76172
C: 3.92804 -1.81398 1.59083
C: 4.84288 -2.72218 2.11856
C: 5.72563 -3.34846 1.26123
C: 5.67145 -3.03358 -0.08963
C: 4.71338 -2.13170 -0.52125
N: 3.85626 -1.53751 0.29480
H: 1.04374 -1.06479 4.33958
H: -0.62553 0.22586 5.59589
H: -1.43771 2.38379 4.71173
H: -0.59900 3.22728 2.53854
H: 2.09504 5.42199 -0.51949
H: 2.63369 5.86772 -2.92948
H: 2.33135 3.99810 -4.56236
H: 1.52074 1.80088 -3.70699
H: 4.82753 -2.89446 3.18432
H: 6.44550 -4.05746 1.64013
H: 6.34880 -3.49265 -0.79148
H: 4.62581 -1.85977 -1.56482
S: 1.57005 -2.15085 -1.91251
C: 1.92078 -3.42119 -0.78300
C: 2.81186 -4.43184 -1.11401
C: 3.26784 -5.32501 -0.14785
C: 4.28397 -6.24058 -0.46759
N: 5.13282 -6.96761 -0.73432
C: 2.77027 -5.24215 1.17001
C: 1.79074 -4.30077 1.47265
C: 1.36723 -3.38770 0.51870
S: 0.17941 -2.18601 0.89925
C: 3.28520 -6.06751 2.18523
N: 3.70824 -6.73231 3.02066
H: 3.19614 -4.47634 -2.12128
H: 1.39663 -4.23678 2.47490
C: -3.48180 4.25340 0.46766
C: -3.76828 2.78428 0.79812
C: -5.17823 2.42375 0.32423
C: -3.65853 2.56375 2.30894
O: -2.77774 2.00606 0.14723
Si: -2.70409 0.46197 -0.34419
S: -0.79934 0.36121 -1.29478
O: -3.84024 0.11923 -1.46218
C: -3.95232 0.40149 -2.85178
C: -5.43500 0.22614 -3.20285
C: -3.10063 -0.60184 -3.63091
C: -3.50192 1.83063 -3.15030
O: -2.83208 -0.58610 0.87661
C: -3.67095 -1.66810 1.26634
C: -2.86403 -2.57140 2.20327
C: -4.13209 -2.47558 0.05646
C: -4.88523 -1.10663 2.01561
H: -4.17417 4.88834 1.01526
H: -3.59917 4.43574 -0.59783
H: -2.46392 4.50954 0.74735
H: -5.91210 2.90096 0.96925
H: -5.31528 1.34838 0.35278
H: -5.33922 2.75853 -0.69673
H: -4.51161 3.00126 2.82451
H: -2.75109 3.02739 2.67869
H: -3.60551 1.49976 2.52160
H: -5.73733 -0.80395 -3.03304
H: -5.60478 0.47391 -4.24727
H: -6.04728 0.87307 -2.57927
H: -3.38684 -1.61505 -3.36143
H: -2.05489 -0.46301 -3.37227
H: -3.22493 -0.46635 -4.70156
H: -4.03419 2.52852 -2.51024
H: -3.69297 2.07919 -4.19110
H: -2.44061 1.92656 -2.94160
H: -2.11444 -3.11556 1.63716
H: -3.52445 -3.28310 2.69269
H: -2.35285 -1.97474 2.95357
H: -3.26472 -2.81785 -0.50043
H: -4.74046 -1.85951 -0.59732
H: -4.70721 -3.33603 0.38914
H: -4.55848 -0.51176 2.86489
H: -5.50706 -1.92273 2.37697
H: -5.47826 -0.47657 1.35763
Br: 6.95528 2.42079 -3.36269
C: 5.45123 1.63824 -2.48452
C: 4.60375 0.82435 -3.21047
C: 3.49113 0.30119 -2.57206
C: 3.18484 0.58091 -1.24097
C: 4.08818 1.38137 -0.54462
C: 5.21974 1.90781 -1.14795
H: 4.79859 0.61358 -4.25308
H: 2.82731 -0.32917 -3.14855
H: 3.90998 1.62057 0.49626
H: 5.90065 2.53418 -0.58706

Atoms 1-6, force components in eV/Å:
Ta 0.905 0.053 0.777
O -0.157 0.068 -0.260
C 0.476 -0.346 0.026
N -0.376 0.547 -1.325
C -0.386 0.557 0.159
C -0.123 -0.144 0.082

Calculated values
- HOMO: -5.23 eV
- Total charge: -1

No. 2
Here is a structure of composition C44H45N11OS2Sn from OMol25. Energies are from the ωB97M-V functional and the def2-TZVPD basis.

Element x y z (Å)
Sn: -0.20022 -0.26427 -0.42110
C: -3.94973 -2.37039 1.44397
C: -4.25215 -2.34200 -0.05913
C: -3.34120 -1.39398 -0.85817
N: -1.97136 -1.85244 -0.99229
C: -1.66826 -2.83147 -1.78307
C: -2.57125 -3.42454 -2.72148
C: -2.52775 -4.63012 -3.39132
C: -1.65092 -5.70119 -3.24544
C: -0.47629 -5.66755 -2.49507
C: 0.16642 -4.60113 -1.90916
C: -0.21946 -3.22466 -1.76940
N: 0.62155 -2.26448 -1.53878
C: 2.02430 -2.45063 -1.90526
C: 3.00444 -2.49906 -0.73786
C: 3.05929 -1.15276 -0.00134
N: 1.90684 -1.03087 0.86699
C: 1.92840 -1.63522 2.01744
C: 3.03724 -2.37317 2.53902
C: 3.26817 -2.88816 3.81015
C: 2.61293 -2.67908 5.01207
C: 1.45456 -1.89672 5.16612
C: 0.60258 -1.43003 4.20660
C: 0.63011 -1.63850 2.76630
N: -0.42175 -1.79416 2.04446
C: -1.69874 -2.03561 2.70138
C: -2.56346 -2.94044 1.80578
H: -4.73176 -2.94357 1.95186
H: -4.02628 -1.34089 1.81192
H: -5.28392 -2.00041 -0.20008
H: -4.18082 -3.35076 -0.47625
H: -3.30056 -0.42918 -0.33763
H: -3.79340 -1.19757 -1.83703
H: -3.41593 -2.79144 -2.96898
H: -3.34430 -4.78892 -4.09123
H: -1.89871 -6.62575 -3.75354
H: 0.04642 -6.61637 -2.40415
H: 1.12033 -4.82952 -1.44871
H: 2.29516 -1.59348 -2.52472
H: 2.14518 -3.33784 -2.53038
H: 3.99153 -2.76305 -1.13223
H: 2.69894 -3.27381 -0.02886
H: 3.00942 -0.34874 -0.74589
H: 4.00622 -1.03932 0.54140
H: 3.80294 -2.62170 1.81737
H: 4.16268 -3.50359 3.87914
H: 3.04449 -3.11762 5.90443
H: 1.16668 -1.67931 6.19229
H: -0.25532 -0.86142 4.55155
H: -2.20870 -1.08140 2.86303
H: -1.55264 -2.48898 3.68884
H: -2.67273 -3.92684 2.26289
H: -1.98880 -3.07230 0.89510
C: 2.61923 3.02654 -3.35700
C: 1.85863 1.84972 -2.77207
N: 1.28527 1.94761 -1.62861
N: 1.50303 3.14457 -0.96349
C: 0.44748 3.74599 -0.51712
S: -1.20624 3.40945 -0.67778
S: 0.92313 5.27462 0.39656
C: 1.55465 6.24088 -1.01733
C: 0.45804 6.78910 -1.88643
C: -0.10276 6.03169 -2.91103
C: -1.10212 6.55950 -3.71625
C: -1.56055 7.85348 -3.51156
C: -1.02313 8.61165 -2.47927
C: -0.02525 8.07895 -1.67617
C: 1.68072 0.64026 -3.61089
C: 2.69911 0.25223 -4.49178
C: 2.56962 -0.79031 -5.39250
C: 1.34322 -1.46433 -5.44890
C: 0.31825 -1.11195 -4.60558
C: 0.44378 -0.08830 -3.61349
O: -0.51885 0.13311 -2.80328
H: 1.91720 3.80591 -3.65447
H: 3.27634 3.45821 -2.60115
H: 3.19120 2.74773 -4.23646
H: 2.13459 7.05774 -0.58526
H: 2.21604 5.56767 -1.56070
H: 0.22707 5.01319 -3.06485
H: -1.52672 5.94810 -4.50327
H: -2.33952 8.26558 -4.14240
H: -1.38331 9.61816 -2.29754
H: 0.39018 8.67098 -0.86681
H: 3.65158 0.76657 -4.43947
H: 3.39364 -1.06779 -6.03868
H: 1.20670 -2.27936 -6.15330
H: -0.62417 -1.64973 -4.61755
N: -3.52777 2.15158 3.45235
C: -3.44288 1.43628 2.31717
N: -2.19003 1.21898 2.02016
C: -1.51845 1.85569 3.02184
N: -2.29783 2.42870 3.92184
C: -0.05110 2.00870 3.06410
C: 0.55389 2.67526 4.12650
N: 1.85150 2.95364 4.13570
C: 2.53732 2.57100 3.06082
C: 1.94375 1.87362 2.01906
N: 0.65006 1.58530 2.02120
H: -4.33958 2.48326 3.93944
H: -4.30288 1.12114 1.74617
H: -0.03509 2.99311 4.97816
H: 3.59039 2.82412 3.03432
H: 2.51134 1.54604 1.15750

Atoms 1-6, force components in eV/Å:
Sn -0.216 -0.110 -0.446
C 0.066 -0.017 -0.127
C 0.139 0.041 0.075
C 0.034 -0.023 0.014
N 0.043 0.049 0.036
C -0.050 -0.122 0.081

Calculated values
- HOMO: -1.58 eV
- Total charge: -2

One value per record, in order, for E_tot: -6523.9207; -3391.8845 a.u..
One value per record, in order, for LUMO energy: 1.58; 4.24 eV.
One value per record, in order, for energy above the lowest of the compared OMol25 structures with the same formula, charge and spin: 2.450; 0.651 eV.